# 1
Here is a molecular structure, C48H33ClGeI2N4O2W from the Open Molecules 2025 dataset. Energies are from ωB97M-V with the def2-TZVPD basis set.

Computed properties:
Energy above the lowest of the compared OMol25 structures with the same formula, charge and spin = 118.5 kJ/mol
LUMO level = -6.82 eV

ORCA input file:
```
! RIJCOSX wB97M-V def2-TZVPD def2/J DEFGRID3
* xyz 2 1
W 0.39 -0.05 -0.41
Cl 1.58 -5.41 4.57
C 1.54 -4.07 3.49
C 2.73 -3.52 3.01
C 2.72 -2.45 2.14
C 1.50 -1.94 1.75
O 1.40 -0.89 0.91
C 0.31 -2.46 2.21
C -0.94 -1.88 1.80
N -1.14 -0.92 0.97
C -2.52 -0.57 0.68
C -3.62 -1.31 1.00
C -4.91 -0.84 0.66
C -5.06 0.35 0.00
C -3.92 1.11 -0.36
C -4.00 2.34 -1.04
C -2.85 3.01 -1.34
C -1.61 2.44 -0.98
N -1.51 1.30 -0.34
C -2.65 0.63 -0.02
C 0.32 -3.54 3.10
H 3.67 -3.95 3.34
H 3.64 -2.01 1.77
H -1.82 -2.32 2.29
H -3.55 -2.26 1.50
H -5.77 -1.43 0.93
H -6.05 0.72 -0.26
H -4.97 2.74 -1.33
H -2.86 3.95 -1.87
H -0.70 2.95 -1.23
H -0.60 -3.96 3.48
I -0.71 1.71 -4.84
C -1.29 -0.20 -4.29
C -2.01 -1.01 -5.20
C -2.39 -2.28 -4.88
I -3.44 -3.38 -6.28
C -2.07 -2.83 -3.60
C -2.40 -4.13 -3.16
C -2.03 -4.54 -1.91
C -1.31 -3.64 -1.09
N -0.98 -2.43 -1.46
C -1.35 -2.02 -2.70
C -0.98 -0.71 -3.06
O -0.33 0.02 -2.13
H -2.26 -0.60 -6.17
H -2.95 -4.79 -3.81
H -2.27 -5.52 -1.54
H -1.01 -3.95 -0.09
C 3.20 -3.44 -1.54
C 4.32 -2.76 -1.98
C 4.25 -1.39 -2.17
C 3.05 -0.73 -1.92
N 1.97 -1.39 -1.48
C 2.05 -2.71 -1.28
C 2.86 0.71 -2.07
C 3.66 1.43 -2.96
C 3.45 2.79 -3.13
C 2.46 3.42 -2.39
C 1.68 2.69 -1.51
C 1.84 1.31 -1.34
H 3.20 -4.50 -1.38
H 5.25 -3.28 -2.17
H 5.11 -0.82 -2.48
H 1.17 -3.20 -0.91
H 4.42 0.93 -3.54
H 4.06 3.35 -3.83
H 2.30 4.48 -2.49
H 0.97 3.24 -0.92
Ge 0.84 1.88 1.33
C 2.75 2.26 1.51
C 3.20 3.56 1.28
C 4.54 3.88 1.41
C 5.46 2.91 1.78
C 5.02 1.61 2.03
C 3.67 1.30 1.90
C 0.32 1.61 3.20
C 0.81 2.67 3.98
C 0.60 2.70 5.35
C -0.10 1.67 5.97
C -0.60 0.63 5.21
C -0.39 0.61 3.84
H 0.19 3.23 0.95
H 2.50 4.34 1.01
H 4.87 4.90 1.24
H 6.51 3.16 1.88
H 5.73 0.86 2.35
H 3.35 0.29 2.14
H 1.37 3.47 3.52
H 0.99 3.52 5.93
H -0.26 1.69 7.04
H -1.16 -0.17 5.69
H -0.82 -0.21 3.28
*
```

Löwdin population analysis, charges in e, atoms 1 to 5:
1. W 1.76
2. Cl 0.75
3. C -0.64
4. C -0.03
5. C 0.03

---

# 2
Here is a molecular structure, C48H35Cl2N3O6P2RuSTe from the Open Molecules 2025 dataset. Energies are from ωB97M-V with the def2-TZVPD basis set.

Computed properties:
Energy above the lowest of the compared OMol25 structures with the same formula, charge and spin = 0.0 kJ/mol
<S²> = 6.066
LUMO level (spin up / spin down) = -0.12 / -1.82 eV

ORCA input file:
```
! RIJCOSX wB97M-V def2-TZVPD def2/J DEFGRID3
* xyz 0 5
Ru 0.18 0.12 0.80
Te -0.10 -4.03 3.52
C 0.08 -5.75 2.30
C -0.98 -6.61 2.06
C -0.77 -7.72 1.25
N 0.41 -8.02 0.70
C 1.42 -7.19 0.94
C 1.32 -6.06 1.73
C 0.40 -2.67 2.01
P -0.68 -2.07 0.69
C -2.34 -2.80 0.94
C -3.10 -2.34 2.01
C -4.30 -2.93 2.34
C -4.77 -4.01 1.59
C -4.05 -4.45 0.49
C -2.84 -3.85 0.16
C -0.13 -2.83 -0.88
C 0.22 -4.14 -0.92
C 0.46 -4.82 -2.13
C 0.19 -4.16 -3.36
C -0.11 -2.85 -3.39
C -0.07 -2.01 -2.15
P 1.30 -1.13 2.45
C 3.04 -1.65 2.37
C 3.81 -1.12 1.33
C 5.11 -1.56 1.13
C 5.65 -2.54 1.95
C 4.89 -3.09 2.97
C 3.59 -2.65 3.18
C 0.83 -0.96 4.21
C -0.52 -0.73 4.46
C -0.99 -0.64 5.76
C -0.10 -0.77 6.82
C 1.25 -0.95 6.58
C 1.72 -1.03 5.28
H -1.97 -6.41 2.46
H -1.58 -8.41 1.04
H 2.37 -7.45 0.49
H 2.18 -5.42 1.90
H -2.76 -1.48 2.58
H -4.87 -2.57 3.18
H -5.70 -4.49 1.86
H -4.43 -5.26 -0.12
H -2.29 -4.20 -0.70
H 0.27 -4.70 0.01
H 0.74 -5.86 -2.12
H 0.22 -4.74 -4.28
H -0.32 -2.34 -4.32
H -0.87 -1.26 -2.16
H 3.38 -0.38 0.68
H 5.70 -1.15 0.32
H 6.67 -2.88 1.79
H 5.30 -3.86 3.60
H 2.99 -3.11 3.96
H -1.20 -0.57 3.63
H -2.04 -0.44 5.95
H -0.47 -0.70 7.84
H 1.95 -1.01 7.40
H 2.78 -1.12 5.09
Cl -2.18 1.35 -3.41
C -0.76 2.09 -2.76
C -0.14 3.13 -3.47
C 1.00 3.72 -3.00
Cl 1.75 4.99 -3.92
C 1.59 3.27 -1.79
C 2.80 3.77 -1.26
C 3.30 3.23 -0.11
C 2.60 2.18 0.53
N 1.47 1.70 0.06
C 0.95 2.23 -1.09
C -0.26 1.63 -1.56
O -0.82 0.66 -0.88
H -0.57 3.45 -4.41
H 3.31 4.57 -1.77
H 4.22 3.58 0.32
H 2.96 1.76 1.45
O -1.36 2.96 0.93
C -0.53 2.97 1.82
N -0.15 1.86 2.55
S 0.97 2.27 3.67
O 0.46 2.21 5.01
O 2.20 1.54 3.43
C 1.15 3.96 3.19
C 1.95 4.95 3.72
C 1.83 6.22 3.17
C 0.92 6.48 2.14
C 0.11 5.47 1.64
C 0.23 4.20 2.19
H 2.65 4.74 4.52
H 2.44 7.03 3.56
H 0.85 7.48 1.73
H -0.61 5.65 0.86
C 2.81 -0.01 -3.38
O 1.61 -0.80 -3.33
C 1.21 -1.17 -2.12
O 1.80 -0.87 -1.11
H 3.05 0.09 -4.43
H 3.61 -0.51 -2.84
H 2.63 0.97 -2.93
*
```

Löwdin population analysis, charges in e, atoms 1 to 5:
1. Ru 0.99
2. Te 1.36
3. C -0.56
4. C -0.12
5. C -0.14